(1)
# C17H18BN7O3STi

A structure of composition C17H18BN7O3STi in a non-equilibrium geometry (ωB97M-V with the def2-TZVPD basis set, the OMol25 dataset).

The geometry in ORCA input format:
```
! wB97M-V def2-TZVPD RIJCOSX def2/J DEFGRID3
* xyz 0 3
H 0.4447 -3.2801 -0.4690
N -0.7380 -1.6471 -1.2306
B -2.6039 -0.3611 -2.5187
N -1.8639 -1.6433 -2.0782
C -2.1589 -2.8954 -2.4265
Ti -0.1410 0.1203 -0.5175
H -3.0043 -3.0786 -3.0823
C -1.2584 -3.7661 -1.8285
H -1.2420 -4.8428 -1.9300
C -0.3891 -2.9800 -1.0905
H -3.6218 -0.6207 -3.1018
C 2.6715 2.7482 0.0578
H 3.5706 2.9308 0.6650
H 1.7625 2.9625 0.6337
H 2.7649 3.3588 -0.8519
N -1.6641 0.4079 -3.4628
N -2.8902 0.5395 -1.2909
N -0.4167 0.8137 -3.0201
N -1.9509 0.7958 -0.2811
C -1.8973 0.7549 -4.7403
C -4.0269 1.1590 -0.9874
H -2.8369 0.5171 -5.2292
H -4.8692 1.0814 -1.6596
C -0.7681 1.4029 -5.2096
C -3.8818 1.8191 0.2283
C 0.1248 1.4263 -4.1273
C -2.5876 1.5778 0.6617
H -0.6209 1.7779 -6.2066
H -4.6345 2.4058 0.7208
H 1.1098 1.8671 -4.1722
H -2.0483 1.8806 1.5511
H 2.5755 1.6766 -0.1855
O 0.4743 1.7603 2.1901
C 0.9843 0.6293 2.2935
N 0.8208 -0.3468 1.3289
S 1.5834 -1.8188 1.7664
O 0.6147 -2.8239 2.0920
O 2.5485 -2.1267 0.7502
C 2.3030 -1.1438 3.2386
C 3.1863 -1.7723 4.1367
C 3.6462 -1.0340 5.2292
C 3.2351 0.2907 5.4197
C 2.3630 0.8637 4.5098
C 1.8782 0.1480 3.4048
H 3.5109 -2.8047 3.9889
H 4.3276 -1.4654 5.9539
H 3.5959 0.8576 6.2739
H 2.0182 1.8783 4.6030
*
```

DFT total energy ... -69123.272 eV
HOMO-LUMO gap (alpha / beta) ... 0.2520 / 0.3501 hartree
<S²> ... 2.0065

---

(2)
# C17H18BN7O3SV

A structure of composition C17H18BN7O3SV in a non-equilibrium geometry (ωB97M-V with the def2-TZVPD basis set, the OMol25 dataset).

The geometry in ORCA input format:
```
! wB97M-V def2-TZVPD RIJCOSX def2/J DEFGRID3
* xyz 0 4
H 0.0116 2.8639 0.6478
N 0.2217 1.5765 -1.0363
B 0.5934 0.6236 -3.3381
N 0.6036 1.8154 -2.3405
C 0.9288 3.1120 -2.5011
V -0.3526 -0.6070 -0.6179
H 1.2538 3.4697 -3.4661
C 0.7401 3.7482 -1.2746
H 0.9118 4.7817 -1.0479
C 0.2797 2.7541 -0.3904
H 0.8904 0.9621 -4.4456
C -0.8999 -2.3849 -0.0980
H -1.0310 -1.8118 0.8315
H -0.2452 -3.2239 0.1444
H -1.8519 -2.7532 -0.4705
N -0.8514 0.0627 -3.2437
N 1.6140 -0.3832 -2.7442
N -1.4043 -0.2531 -1.9547
N 1.4041 -0.8403 -1.4385
C -1.7970 -0.1029 -4.1687
C 2.7856 -0.8601 -3.1862
H -1.5649 0.0776 -5.2110
H 3.1166 -0.6306 -4.1882
C -2.9972 -0.4923 -3.5520
C 3.3736 -1.6284 -2.1730
C -2.7380 -0.5639 -2.1897
C 2.4938 -1.5869 -1.0895
H -3.9334 -0.6910 -4.0457
H 4.3089 -2.1520 -2.2186
H -3.3826 -0.7848 -1.3556
H 2.5778 -2.0000 -0.0964
H -0.2163 -1.8944 -1.1855
O 1.6966 1.6470 2.0550
S 1.1506 0.3230 2.1922
O 2.0121 -0.8168 1.9574
N -0.2772 0.1333 1.3371
C -1.4406 0.1431 2.1154
O -2.5670 0.1900 1.6037
C -1.0661 0.0499 3.5419
C -1.8915 -0.2596 4.6282
C -1.3135 -0.4135 5.8901
C 0.0692 -0.2329 6.0732
C 0.8968 0.0583 4.9804
C 0.3030 0.1631 3.7279
H -2.9587 -0.3850 4.4509
H -1.9348 -0.6762 6.7477
H 0.5066 -0.3290 7.0669
H 1.9710 0.2029 5.0762
*
```

DFT total energy ... -71691.992 eV
HOMO-LUMO gap (alpha / beta) ... 0.2655 / 0.3319 hartree
<S²> ... 3.7707

---

(3)
# C17H18BN7O4Tc

A structure of composition C17H18BN7O4Tc in a non-equilibrium geometry (ωB97M-V with the def2-TZVPD basis set, the OMol25 dataset).

The geometry in ORCA input format:
```
! wB97M-V def2-TZVPD RIJCOSX def2/J DEFGRID3
* xyz 2 4
H 0.0650 3.1676 0.2039
N 0.3793 1.8331 -1.4038
B 0.8017 0.7841 -3.7459
N 0.7157 1.9709 -2.7155
C 0.8660 3.2911 -2.9870
Tc 0.0924 0.0295 -0.6096
H 1.1317 3.6090 -3.9940
C 0.6216 4.0245 -1.8252
H 0.6609 5.1053 -1.7008
C 0.3170 3.0620 -0.8497
H 1.2840 1.2420 -4.7601
C -2.0767 -2.8081 0.9634
H -2.3493 -3.1695 1.9636
H -1.0392 -3.3217 0.7739
H -2.7053 -3.2421 0.1722
N -0.5891 0.2030 -4.0534
N 1.7463 -0.2998 -3.1692
N -1.4059 -0.3067 -3.0924
N 1.6266 -0.7566 -1.8988
C -1.2059 0.1919 -5.2731
C 2.7600 -0.9497 -3.7958
H -0.6917 0.5598 -6.1613
H 3.0078 -0.7126 -4.8296
C -2.4777 -0.3439 -5.1029
C 3.3182 -1.8619 -2.9006
C -2.5433 -0.6361 -3.7187
C 2.5720 -1.6975 -1.7181
H -3.2374 -0.5088 -5.8669
H 4.1526 -2.5393 -3.0755
H -3.3656 -1.0781 -3.1513
H 2.6742 -2.1921 -0.7518
H -2.1491 -1.7052 0.9206
O -1.3783 1.3938 1.6639
C -0.6813 0.3625 2.0830
O -0.0833 -0.4185 1.2133
C -0.4689 0.1236 3.5276
C 0.5210 -0.7832 3.9452
C 0.7838 -0.9750 5.3024
C 0.0544 -0.2746 6.2799
C -0.9475 0.6221 5.8596
C -1.2003 0.8258 4.4975
N 0.3345 -0.4632 7.6690
O 1.2076 -1.2026 8.0165
O -0.2867 0.1301 8.4982
H 1.1147 -1.3283 3.2221
H 1.5680 -1.6667 5.5863
H -1.5284 1.1769 6.5848
H -1.9674 1.5322 4.2050
*
```

DFT total energy ... -39394.483 eV
HOMO-LUMO gap (alpha / beta) ... 0.2034 / 0.0802 hartree
<S²> ... 3.7855

---

What is the DFT total energy in the second record? -71691.992 eV

---

Look up the <S²> of the second one. 3.7707